1.
Computed, not measured: a cluster of 11 separate species, C51H117O35P5S3 in total, with the ωB97M-V functional and the def2-TZVPD basis.

Summary:
E_tot in eV: -205404.8458
E_HOMO in eV: -9.99
Lowest unoccupied orbital energy in eV: 0.46
SMILES: CCOP(=O)(OCC)OCC.CCOP(=O)(OCC)OCC.CCOP(=O)(OCC)OCC.CCOP(=O)(OCC)OCC.CCOP(=O)(OCC)OCC.O=S1(=O)CCCC1.O=S1(=O)CCCC1.O=S1(=O)CCCC1.COC(=O)OC.COC(=O)OC.COC(=O)OC

Atoms and positions in Å:
S 1.60 -4.52 2.36
S -5.53 3.97 -4.72
S 0.22 3.49 -0.75
P 5.66 -3.82 -5.00
P 3.63 -1.21 7.94
P -2.63 -1.95 -5.55
P -5.35 5.30 3.18
P -2.05 -0.36 0.24
O -6.48 4.24 2.67
O -3.17 -2.59 -6.99
O -4.71 5.00 -4.16
O 6.24 0.66 3.70
O 4.71 0.39 -2.37
O 0.83 4.54 -1.52
O 2.75 -4.03 1.62
O -6.65 3.37 -3.98
O -2.18 0.61 -1.00
O 6.93 -3.37 -5.94
O -2.86 0.39 1.36
O 6.72 -1.51 4.34
O -2.43 -3.23 -4.55
O 3.92 0.32 -0.15
O -0.43 -0.27 0.69
O 4.74 -1.06 3.63
O 0.81 -5.58 1.81
O -3.50 -0.84 -5.01
O 6.12 -0.07 -0.71
O -1.07 -1.53 -5.86
O -7.03 0.71 -0.19
O 4.24 0.26 8.19
O 4.36 -3.11 -5.15
O 0.07 2.16 -1.32
O -4.10 4.79 3.75
O 3.17 -1.87 9.16
O -8.43 -0.21 1.40
O 6.31 -3.77 -3.50
O -2.39 -1.78 0.00
O 4.86 -2.03 7.12
O 2.50 -1.00 6.82
O -5.20 6.24 1.84
O -6.10 6.28 4.23
O -7.06 -1.52 0.38
O 5.63 -5.46 -5.14
C -5.48 3.26 -7.48
C -0.68 -0.17 -5.80
C -7.19 6.99 3.75
C 1.30 -1.85 -0.04
C -1.93 -2.94 -3.27
C 4.84 0.92 7.13
C -3.03 -1.90 -9.30
C 2.39 -5.25 3.90
C -3.08 -0.19 2.63
C 6.77 -7.59 -5.81
C 6.59 -0.17 0.61
C -3.69 -1.68 -7.93
C 1.06 -3.46 4.90
C 5.92 -0.52 3.82
C -7.77 7.90 4.77
C -4.32 7.33 1.84
C 5.08 -3.38 -1.38
C 0.58 0.14 5.93
C -4.01 2.03 -1.95
C 1.18 -0.44 7.16
C 0.56 -0.58 -0.30
C -4.38 7.91 0.37
C -7.45 -0.26 0.47
C 6.89 -3.39 -7.34
C -1.18 4.07 1.52
C -6.22 3.36 1.60
C 4.82 0.31 -1.02
C -2.21 0.45 3.74
C 1.41 -4.95 5.08
C 6.74 -6.32 -4.99
C -6.02 4.35 -6.51
C 6.30 1.06 7.47
C -1.42 3.98 0.03
C 7.34 -1.98 -7.76
C 1.09 3.44 0.88
C -9.31 0.95 1.53
C -1.52 -4.23 -2.65
C -4.14 2.90 -6.85
C 5.96 -2.82 -2.54
C 5.17 -3.35 7.34
C -3.34 0.64 -1.85
C 0.11 0.08 -4.50
C -5.86 -1.97 -0.20
C -0.02 3.09 1.88
C -5.23 2.22 1.96
C 5.84 -4.09 6.17
C 7.98 -1.22 4.85
C 3.57 -0.43 3.17
C 3.39 0.45 -2.94
C -4.39 2.63 -5.35
C 0.57 -3.34 3.40
H -4.67 8.10 2.53
H -8.38 8.69 4.33
H -1.00 -2.38 -3.33
H -5.67 1.45 2.60
H 1.54 4.40 1.12
H 1.32 0.20 -0.32
H 7.74 -8.08 -5.78
H 2.57 -6.30 3.65
H 6.61 -1.44 -8.36
H -4.15 -0.07 2.81
H -5.40 3.53 -8.54
H 7.57 -1.40 -6.87
H 5.46 -1.97 -3.00
H -0.78 -4.79 -3.21
H 0.45 -1.09 7.64
H -4.34 2.59 2.48
H 6.73 1.56 6.61
H -0.96 5.11 1.75
H -4.97 1.71 -5.34
H 2.93 1.38 -2.60
H 0.58 -2.34 2.98
H -2.39 -4.88 -2.58
H -0.44 -3.72 3.29
H 1.79 -2.22 -0.94
H -4.77 -1.78 -7.97
H -5.86 -1.70 -1.25
H 1.88 -5.13 6.05
H 4.66 0.57 6.12
H -2.95 0.29 -2.80
H -3.30 7.10 2.15
H 7.98 -0.27 5.38
H 1.51 0.29 7.90
H 3.63 -0.03 2.16
H -8.41 7.37 5.47
H -3.84 7.28 -0.35
H -3.19 -1.16 -10.08
H 0.39 1.14 -4.48
H 0.52 -2.57 0.21
H 0.25 -0.53 5.14
H 0.09 -0.60 -1.28
H -1.86 4.86 -0.44
H 6.31 -1.22 0.72
H 5.92 -5.16 6.38
H -7.15 2.92 1.23
H 4.92 -2.64 -0.60
H -4.38 2.22 -0.95
H -0.30 2.03 1.81
H 0.33 -3.10 5.63
H -7.03 7.55 2.83
H -7.03 8.51 5.29
H 5.45 -4.32 -0.98
H 5.94 -3.61 -7.82
H 4.12 -3.64 -1.83
H 1.95 2.78 0.91
H 5.89 -3.35 8.16
H 1.22 0.89 5.46
H 6.87 -2.39 -2.13
H -5.01 -1.56 0.34
H 2.73 -1.12 3.20
H 7.64 -5.74 -5.20
H 7.01 -6.59 -3.97
H 0.38 3.10 2.89
H -1.98 -1.97 -9.03
H -5.77 3.98 0.83
H 3.54 0.48 -4.02
H -2.10 3.85 2.07
H 2.90 -0.48 -2.65
H -0.32 0.63 6.32
H 0.88 -0.68 -4.49
H 6.79 0.10 7.66
H 5.93 -8.27 -5.72
H -4.09 -0.10 -1.58
H -1.47 0.58 -5.90
H -1.16 -4.08 -1.63
H -8.93 1.71 2.21
H 4.38 1.91 7.14
H 5.91 0.35 1.29
H 7.65 -4.07 -7.73
H 8.20 -2.19 -8.39
H -2.70 -2.47 -2.66
H 8.69 -1.07 4.04
H -10.14 0.50 2.08
H -0.62 -0.20 -3.74
H -3.17 -2.84 -9.84
H 5.19 -4.06 5.29
H 7.58 0.23 0.80
H -8.02 6.31 3.55
H -3.50 -0.67 -7.56
H -4.97 2.07 -2.47
H -7.10 4.51 -6.50
H -3.72 2.05 -7.39
H -2.11 3.16 -0.17
H -3.39 2.88 -2.21
H -3.55 2.65 -4.65
H -2.93 -1.26 2.71
H -0.07 -0.06 -6.69
H -5.75 -3.05 -0.24
H 8.32 -2.07 5.45
H -4.82 1.74 1.07
H -9.70 1.38 0.61
H 2.00 -1.83 0.80
H -5.54 5.27 -6.84
H 6.79 -7.32 -6.86
H 6.41 1.74 8.31
H -5.40 8.07 0.03
H -3.43 3.72 -6.93
H 4.27 -3.87 7.68
H -2.45 -0.07 4.67
H 0.63 -5.70 4.94
H 3.35 -4.76 4.03
H 3.21 0.26 3.94
H 6.81 -3.68 5.88
H 2.07 -3.13 5.16
H -6.22 2.46 -7.45
H -3.83 8.85 0.32
H -2.30 1.53 3.89
H -1.20 0.29 3.36

---

2.
Computed, not measured: a cluster of 16 separate species, C51H121N5O30 in total, with the ωB97M-V functional and the def2-TZVPD basis.

Summary:
E_tot in eV: -123694.0853
E_HOMO in eV: -9.10
Lowest unoccupied orbital energy in eV: -0.46

Atoms and positions in Å:
O 3.60 -20.70 0.21
O 2.07 -23.73 -3.29
O 0.24 -17.65 -4.86
O 3.08 -23.49 1.44
O 4.60 -18.39 4.40
O 7.09 -22.56 2.68
O 1.03 -27.53 -1.64
O 5.84 -29.86 0.95
O 5.99 -14.72 0.64
O 3.57 -21.43 -4.54
O 2.13 -17.83 -3.76
O 12.70 -18.90 0.97
O 6.08 -25.14 -3.59
O 5.01 -26.79 3.50
O 1.95 -16.78 0.28
O 2.22 -20.45 4.48
O 5.33 -16.97 -0.91
O 7.84 -18.94 0.02
O -0.34 -27.93 2.57
O 4.76 -25.23 4.97
O 7.23 -23.03 -1.70
O 7.90 -31.32 -1.74
O 0.66 -18.47 0.62
O -1.97 -21.21 -1.64
O 8.87 -17.19 0.84
O 9.73 -24.19 3.74
O 0.06 -24.92 3.40
O -1.51 -19.13 -1.87
O 11.89 -21.77 -0.06
O 2.30 -30.41 -2.20
N 1.54 -17.70 0.95
N -1.79 -20.10 -1.19
N 1.07 -18.29 -4.26
N 4.94 -26.37 4.66
N 7.90 -17.96 0.81
C 8.38 -30.00 -1.93
C 2.66 -23.01 0.15
C 7.17 -31.44 -0.48
C 4.25 -19.17 5.51
C 12.18 -17.75 0.25
C 1.84 -21.67 3.80
C 7.47 -21.70 -1.21
C 6.30 -14.71 -0.75
C 6.89 -14.07 1.51
C 4.83 -16.97 4.70
C 9.17 -24.09 2.47
C 5.87 -30.59 -0.33
C 2.86 -23.82 -4.44
C 3.68 -21.96 -0.43
C 10.38 -27.06 0.65
C 7.39 -24.53 -3.68
C 1.14 -25.84 3.06
C 4.69 -17.88 -1.68
C -0.75 -24.59 2.25
C 0.85 -19.77 -4.01
C 11.24 -22.76 -0.83
C 0.98 -29.92 -2.16
C 2.15 -17.89 2.28
C 4.60 -29.16 1.14
C 7.64 -23.83 2.28
C 2.36 -27.27 -1.31
C 4.40 -20.72 1.39
C 7.63 -23.18 -3.04
C 3.58 -20.49 5.02
C 5.30 -15.62 -1.41
C 9.22 -25.22 4.59
C 7.07 -22.35 4.11
C 0.76 -27.37 3.30
C 6.77 -17.67 1.70
C -1.90 -19.93 0.26
C 11.72 -19.87 1.46
C 9.30 -28.05 2.63
C 4.31 -24.24 1.35
C 8.12 -28.22 1.84
C 11.00 -20.67 0.35
C -0.03 -28.09 1.18
C 2.27 -31.69 -1.54
C 9.17 -27.22 -0.07
C 8.04 -27.79 0.51
C 5.80 -25.68 -2.27
C 0.89 -24.57 -3.41
C 4.96 -27.31 5.78
C 3.98 -22.80 -4.40
C 10.42 -27.47 1.94
C 4.60 -20.56 -4.45
C 0.84 -28.49 -2.70
H -1.52 -23.87 2.54
H 6.45 -21.48 4.33
H -0.20 -24.27 1.37
H -2.97 -20.05 0.47
H 5.44 -20.98 1.16
H 2.44 -23.64 -5.43
H 7.81 -31.25 0.38
H 4.25 -15.33 -1.36
H 5.33 -24.91 -1.65
H 6.51 -18.62 2.17
H 6.88 -32.48 -0.31
H 8.83 -24.77 5.51
H 6.89 -20.95 -1.76
H 8.66 -22.83 -3.07
H 3.34 -21.62 -1.41
H 1.29 -32.15 -1.57
H 7.12 -21.81 -0.19
H 5.89 -17.35 1.14
H 4.97 -26.38 -2.40
H 10.37 -23.19 -0.32
H 4.86 -28.14 0.85
H 5.14 -19.43 6.08
H 1.62 -17.35 3.06
H 4.83 -23.11 -5.02
H 0.20 -27.13 0.71
H 10.93 -22.41 -1.81
H -1.29 -20.70 0.74
H 4.95 -20.55 -3.42
H 4.30 -29.42 2.15
H 4.48 -24.72 2.31
H 3.63 -17.68 -1.77
H 11.28 -26.72 0.17
H 3.57 -18.58 6.11
H 0.54 -29.83 -1.17
H 5.73 -29.92 -1.18
H -0.22 -19.96 -4.02
H 4.68 -22.37 -0.56
H 4.27 -19.58 -4.80
H 0.61 -27.52 4.37
H 7.43 -23.89 1.22
H 7.12 -27.97 -0.02
H 12.96 -17.10 -0.15
H 8.05 -22.14 4.52
H 4.62 -18.79 -1.09
H 6.17 -13.71 -1.15
H 1.57 -25.74 2.06
H 6.65 -23.20 4.65
H 6.70 -26.16 -1.87
H 0.43 -30.65 -2.75
H 9.68 -24.83 1.85
H 4.87 -16.40 3.78
H 5.81 -16.88 5.17
H 7.59 -29.31 -2.21
H 3.14 -17.44 2.32
H 7.12 -24.68 2.73
H -1.63 -18.93 0.59
H 2.64 -31.78 -0.52
H 3.00 -28.14 -1.18
H 7.33 -15.02 -0.90
H 7.27 -28.69 2.30
H 0.98 -22.12 4.29
H 10.98 -19.25 1.97
H 1.60 -28.01 3.04
H 7.72 -24.52 -4.72
H 4.47 -22.87 -3.42
H 8.53 -21.45 -1.10
H 11.48 -17.99 -0.54
H 4.21 -16.51 5.47
H 9.66 -23.20 2.07
H 3.90 -21.20 2.22
H 7.83 -14.62 1.53
H 0.28 -24.36 -2.53
H 5.63 -15.62 -2.45
H 1.65 -22.61 0.26
H 12.03 -20.47 2.32
H 10.00 -25.92 4.89
H 3.66 -21.18 5.86
H 2.48 -23.88 -0.49
H 9.46 -28.25 3.68
H 5.87 -27.24 6.39
H 4.09 -27.14 6.42
H 4.33 -25.03 0.60
H 1.16 -25.62 -3.49
H 1.44 -20.31 -4.76
H 2.91 -26.73 -2.08
H 2.54 -26.80 -0.34
H 3.26 -24.82 -4.59
H 1.50 -28.28 -3.54
H 4.81 -28.28 5.29
H 9.23 -30.01 -2.62
H 11.24 -27.33 2.62
H 5.11 -23.50 1.23
H 2.08 -18.95 2.55
H 10.78 -19.98 -0.47
H 0.84 -28.71 1.02
H 5.40 -20.86 -5.13
H 2.97 -32.24 -2.17
H -0.85 -28.59 0.67
H 4.41 -19.68 1.71
H -0.16 -28.27 -3.07
H 3.81 -29.46 0.46
H 6.63 -13.94 2.56
H 5.14 -18.12 -2.65
H 0.27 -24.23 -4.24
H 4.25 -21.00 4.34
H 8.40 -25.88 4.31
H 1.69 -21.41 2.76
H -1.19 -25.54 1.95
H 1.93 -25.63 3.78
H 8.90 -29.67 -1.03
H 9.16 -26.95 -1.11
H 1.22 -19.92 -3.00
H 11.98 -23.56 -0.89
H 2.61 -22.44 3.78
H 7.15 -13.04 1.27
H 6.96 -16.92 2.46
H 7.15 -22.45 -3.69
H 11.53 -17.13 0.86
H 10.07 -21.00 0.82
H 5.03 -31.28 -0.25
H 8.17 -25.17 -3.27